# 1
Here is a single C14H18Br2ClN3O2P2S molecule from the Open Molecules 2025 dataset. Energies are from ωB97M-V/def2-TZVPD.

Properties
Calculated total energy (hartree): -7548.198725

Atoms and positions in Å:
C -3.283 -4.087 1.538
C -1.838 -3.609 1.576
Br -1.194 -3.503 -0.255
C -1.694 -2.300 2.384
Br -0.328 -2.530 3.751
C -1.441 -1.028 1.623
C -2.533 -0.166 1.363
N -2.397 0.946 0.715
C -1.159 1.269 0.270
C -0.948 2.463 -0.448
P -2.240 3.652 -0.915
N -3.723 3.200 -1.056
C 0.310 2.773 -0.820
C 1.425 1.942 -0.541
P 2.947 2.644 -1.193
O 4.135 1.628 -0.854
O 2.740 2.517 -2.776
S 3.247 4.433 -0.578
C 1.269 0.777 0.150
C 2.379 -0.151 0.550
C 2.917 -1.088 -0.539
C 1.947 -1.418 -1.657
Cl 2.225 -0.402 -3.101
C -0.057 0.431 0.553
N -0.241 -0.723 1.237
H -3.307 -5.138 1.273
H -3.751 -3.949 2.509
H -3.846 -3.544 0.786
H -1.218 -4.365 2.037
H -2.612 -2.173 2.943
H -3.523 -0.429 1.713
H -1.661 4.173 -2.083
H -2.003 4.648 0.050
H -4.095 3.348 -1.984
H 0.494 3.688 -1.365
H 4.391 1.034 -1.568
H 3.411 2.011 -3.245
H 3.188 0.443 0.962
H 2.012 -0.771 1.357
H 3.834 -0.709 -0.981
H 3.181 -2.028 -0.059
H 2.074 -2.440 -1.990
H 0.914 -1.292 -1.361



# 2
Here is 3 unconnected molecules or ions with the total composition C19H39ClFN4O8S2 in a non-equilibrium geometry from the Open Molecules 2025 dataset. Energies are from ωB97M-V/def2-TZVPD.

Properties
Calculated total energy (hartree): -2924.208343
Charge: +1

Atoms and positions in Å:
C 6.237 -0.038 -1.952
C 6.492 -0.402 -0.609
N 5.410 -0.454 0.425
C 5.195 0.797 1.198
C 5.215 2.134 0.296
N 4.175 2.163 -0.773
C 4.716 -1.586 0.601
N 5.153 -2.699 -0.250
C 4.200 -3.842 -0.201
C 3.021 -3.719 -1.311
C 3.083 -2.371 -2.158
Cl 1.350 -4.027 -0.566
N 3.630 -1.678 1.562
F 4.021 -1.463 2.854
C 2.382 -0.964 1.167
C 1.746 -0.036 2.305
C 0.235 0.313 1.825
C 0.345 1.375 0.620
C -0.647 1.076 -0.595
C -0.157 1.954 -1.862
C 1.074 1.290 -2.644
H 5.224 -0.261 -2.404
H 7.038 0.494 -2.566
H 7.568 -0.656 -0.359
H 6.107 0.901 1.892
H 4.293 0.794 1.879
H 5.001 2.997 1.020
H 6.256 2.351 -0.124
H 3.383 2.692 -0.368
H 3.869 1.191 -0.900
H 6.091 -3.010 0.047
H 4.798 -4.765 -0.530
H 3.804 -4.095 0.832
H 3.152 -4.570 -2.067
H 2.908 -1.425 -1.561
H 4.042 -2.319 -2.777
H 2.234 -2.435 -2.924
H 1.592 -1.758 0.927
H 2.557 -0.364 0.220
H 1.670 -0.533 3.320
H 2.265 0.966 2.434
H -0.173 -0.653 1.388
H -0.429 0.657 2.675
H 1.399 1.419 0.176
H 0.162 2.423 1.052
H -0.675 -0.009 -0.923
H -1.711 1.439 -0.369
H -0.981 2.128 -2.624
H 0.164 2.971 -1.467
H 1.468 2.015 -3.436
H 1.918 1.117 -1.904
H 0.822 0.278 -3.111
C -4.487 -0.936 2.414
C -5.721 -0.116 2.076
O -5.398 1.220 2.473
S -3.810 1.462 2.272
O -3.610 2.121 1.015
O -3.266 1.954 3.500
O -3.376 -0.092 2.100
H -4.447 -1.168 3.482
H -4.437 -1.861 1.840
H -6.610 -0.468 2.597
H -5.909 -0.112 1.001
C -8.733 1.492 -1.956
C -10.151 0.975 -1.773
O -10.049 -0.034 -0.767
S -8.866 0.367 0.267
O -9.457 1.000 1.405
O -7.966 -0.743 0.375
O -8.168 1.511 -0.644
H -8.141 0.811 -2.573
H -8.711 2.490 -2.394
H -10.564 0.561 -2.692
H -10.813 1.761 -1.398



# 3
Here is 2 unconnected molecules or ions with the total composition C15H19Br3I2N2O5 in a non-equilibrium geometry from the Open Molecules 2025 dataset. Energies are from ωB97M-V/def2-TZVPD.

Properties
Calculated total energy (hartree): -9385.929948

Atoms and positions in Å:
C -1.297 -2.302 -3.624
C -1.466 -1.178 -3.267
C -1.706 0.176 -2.744
C -2.771 0.839 -3.713
O -3.762 0.150 -3.972
O -2.556 1.952 -4.158
C -0.408 0.990 -2.844
O 0.554 0.552 -1.892
C 0.162 0.699 -0.555
C 1.331 0.051 0.286
C 2.329 -0.778 -0.545
O 1.801 -1.959 -1.115
C 0.120 2.208 -0.090
C 1.004 3.171 -0.914
C 2.481 2.771 -1.080
I 3.485 4.444 -2.060
C -1.220 0.038 -0.263
Br -1.121 -1.947 0.030
N -1.805 0.593 0.978
C -1.582 -0.080 1.983
O -1.125 -0.470 2.966
N -2.260 0.200 -1.352
I -3.628 1.801 -1.032
H -1.068 -3.311 -3.873
H 0.008 0.784 -3.831
H -0.676 2.052 -2.785
H 0.953 -0.495 1.159
H 1.930 0.863 0.717
H 3.116 -1.088 0.169
H 2.848 -0.192 -1.303
H 1.793 -2.657 -0.456
H 0.432 2.302 0.957
H -0.898 2.618 -0.115
H 0.614 3.414 -1.907
H 1.007 4.127 -0.371
H 2.633 1.931 -1.752
H 2.990 2.668 -0.121
H -2.871 -0.622 -1.285
Br 1.140 -2.791 3.519
C -0.233 -2.640 4.893
C 0.240 -3.204 6.205
Br 0.207 -5.150 6.200
H -1.119 -3.137 4.510
H -0.429 -1.575 4.982
H -0.431 -2.909 7.010
H 1.254 -2.905 6.455



# 4
Here is 13 unconnected molecules or ions with the total composition C13H52N26O13 in a non-equilibrium geometry from the Open Molecules 2025 dataset. Energies are from ωB97M-V/def2-TZVPD.

Properties
Calculated total energy (hartree): -2928.443170

Atoms and positions in Å:
C -2.101 4.354 -1.963
O -1.102 4.955 -1.537
N -2.148 3.316 -2.751
N -3.262 4.802 -1.711
H -2.993 2.781 -2.894
H -1.247 2.889 -2.909
H -4.077 4.302 -2.038
H -3.285 5.643 -1.152
C -0.134 -0.344 0.773
O -0.232 0.669 1.495
N 0.631 -0.607 -0.203
N -0.737 -1.420 1.112
H 0.800 -1.532 -0.573
H 1.360 0.003 -0.544
H -0.610 -2.244 0.542
H -1.136 -1.413 2.040
C 3.127 4.700 3.671
O 4.210 4.769 4.230
N 2.743 3.686 2.998
N 2.230 5.599 3.918
H 3.502 3.162 2.586
H 1.765 3.517 2.807
H 1.363 5.082 3.869
H 2.418 6.207 4.702
C -6.095 0.674 -1.078
O -6.938 1.571 -1.237
N -5.684 -0.284 -1.887
N -5.468 0.507 0.005
H -6.277 -0.416 -2.694
H -5.148 -1.088 -1.594
H -4.721 -0.173 0.020
H -5.587 1.157 0.769
C 7.019 0.774 0.969
O 6.251 1.477 0.335
N 8.166 1.103 1.362
N 6.645 -0.468 1.165
H 8.052 2.077 1.603
H 8.747 0.467 1.888
H 5.913 -0.777 0.541
H 7.345 -1.158 1.396
C -2.639 -3.083 8.102
O -1.499 -3.374 8.403
N -3.041 -2.509 6.987
N -3.737 -3.394 8.814
H -4.013 -2.263 6.864
H -2.282 -2.621 6.330
H -4.589 -3.020 8.421
H -3.776 -4.043 9.587
C -6.519 -3.787 2.966
O -5.440 -3.595 2.667
N -7.432 -2.909 2.926
N -7.049 -4.915 3.421
H -8.371 -3.269 2.831
H -7.106 -2.040 2.526
H -6.541 -5.787 3.447
H -7.968 -4.764 3.812
C -0.312 -1.389 -5.684
O 0.225 -0.708 -4.810
N -1.124 -0.870 -6.543
N 0.006 -2.632 -5.928
H -1.620 -1.476 -7.181
H -1.516 0.026 -6.290
H -0.332 -3.133 -6.738
H 0.587 -2.961 -5.171
C 6.046 -0.036 -5.149
O 6.025 -1.115 -5.717
N 6.629 0.957 -5.674
N 5.524 0.033 -4.002
H 6.421 1.762 -5.100
H 7.260 0.909 -6.461
H 4.954 -0.717 -3.637
H 5.587 0.910 -3.506
C 5.453 5.278 -3.095
O 6.424 4.675 -3.461
N 4.511 4.841 -2.250
N 4.999 6.483 -3.559
H 4.781 4.041 -1.696
H 3.578 5.191 -2.087
H 5.674 7.002 -4.103
H 4.291 6.942 -3.005
C 3.269 -4.856 -1.934
O 3.654 -3.743 -1.821
N 3.543 -5.667 -2.960
N 2.394 -5.335 -1.087
H 4.211 -5.500 -3.699
H 3.249 -6.632 -2.902
H 2.126 -6.309 -1.117
H 2.258 -4.787 -0.249
C -2.650 -5.096 -1.792
O -3.585 -4.421 -2.017
N -1.914 -5.774 -2.582
N -2.157 -5.202 -0.585
H -1.475 -6.572 -2.144
H -1.955 -5.769 -3.591
H -2.936 -5.066 0.044
H -1.612 -6.046 -0.481
C -2.627 4.561 4.616
O -2.575 3.875 5.617
N -2.850 4.289 3.445
N -2.602 5.871 4.556
H -2.977 5.109 2.870
H -2.614 3.338 3.201
H -2.515 6.309 5.462
H -3.031 6.468 3.863



# 5
Here is a molecular structure, C52H43As2F6GeMnNP in a non-equilibrium geometry from the Open Molecules 2025 dataset. Energies are from ωB97M-V/def2-TZVPD.

Properties
Calculated total energy (hartree): -10702.109276
Charge: -2
Multiplicity: 5
Expectation value of S²: 6.230

Atoms and positions in Å:
Mn -0.018 -0.120 0.341
F 0.402 -0.977 2.059
As 0.623 -0.422 3.749
F -1.110 -0.436 4.001
F 0.726 -2.096 4.278
F 0.855 0.139 5.408
F 0.485 1.225 3.139
F 2.364 -0.412 3.494
C -1.218 -3.428 -1.265
C -1.348 -3.564 -2.762
As -1.691 -5.402 -3.506
C -0.338 -6.464 -2.573
C -0.417 -6.939 -1.262
C 0.521 -7.816 -0.756
C 1.579 -8.249 -1.546
C 1.684 -7.778 -2.854
C 0.734 -6.915 -3.355
C -3.362 -5.958 -2.650
C -4.326 -6.453 -3.541
C -5.532 -6.966 -3.114
C -5.822 -7.021 -1.748
C -4.890 -6.529 -0.847
C -3.689 -6.009 -1.286
P -1.450 -1.652 -0.608
C -2.799 -1.088 -1.676
C -3.996 -1.820 -1.792
C -5.008 -1.365 -2.610
C -4.852 -0.190 -3.333
C -3.655 0.526 -3.244
C -2.641 0.085 -2.423
C -2.301 -2.089 0.941
C -1.734 -3.020 1.821
C -2.253 -3.182 3.092
C -3.353 -2.444 3.499
C -3.915 -1.513 2.634
C -3.378 -1.317 1.379
H -0.240 -3.788 -0.921
H -1.994 -4.011 -0.764
H -0.455 -3.185 -3.268
H -2.192 -2.966 -3.122
H -1.225 -6.623 -0.620
H 0.437 -8.166 0.267
H 2.308 -8.946 -1.152
H 2.518 -8.093 -3.472
H 0.812 -6.556 -4.379
H -4.102 -6.416 -4.606
H -6.261 -7.324 -3.833
H -6.757 -7.442 -1.400
H -5.107 -6.546 0.216
H -3.012 -5.625 -0.537
H -4.126 -2.738 -1.235
H -5.925 -1.936 -2.698
H -5.657 0.171 -3.958
H -3.532 1.431 -3.824
H -1.700 0.627 -2.323
H -0.873 -3.607 1.516
H -1.790 -3.884 3.773
H -3.743 -2.558 4.500
H -4.761 -0.919 2.950
H -3.777 -0.557 0.717
N 7.007 -0.541 -1.800
C 5.903 -0.354 -1.513
C 4.566 -0.166 -1.150
C 4.220 0.512 0.031
C 2.900 0.622 0.408
C 1.849 0.074 -0.355
C 2.223 -0.556 -1.564
C 3.537 -0.688 -1.950
H 5.002 0.923 0.658
H 2.668 1.134 1.340
H 1.433 -0.964 -2.198
H 3.790 -1.211 -2.864
C -0.116 1.458 -0.385
Ge 0.754 2.961 -1.279
C -0.529 4.381 -1.877
C -1.685 4.618 -1.142
C -2.522 5.671 -1.459
C -2.211 6.507 -2.519
C -1.064 6.280 -3.264
C -0.229 5.225 -2.940
C 1.729 3.815 0.227
C 2.976 4.419 0.140
C 3.587 4.957 1.260
C 2.940 4.923 2.486
C 1.698 4.313 2.591
C 1.104 3.765 1.470
C 1.850 2.598 -2.912
C 1.162 2.261 -4.075
C 1.834 1.914 -5.230
C 3.220 1.903 -5.247
C 3.920 2.210 -4.090
C 3.238 2.537 -2.933
H -1.918 3.951 -0.322
H -3.417 5.848 -0.878
H -2.861 7.336 -2.770
H -0.816 6.930 -4.096
H 0.670 5.040 -3.517
H 3.476 4.467 -0.817
H 4.574 5.400 1.180
H 3.404 5.369 3.358
H 1.202 4.247 3.553
H 0.148 3.262 1.549
H 0.079 2.280 -4.060
H 1.280 1.668 -6.128
H 3.753 1.640 -6.152
H 5.002 2.193 -4.093
H 3.790 2.740 -2.027